(1)
C67H66GaGe2N5O5S | wB97M-V/def2-TZVPD

```
147
Properties=species:S:1:pos:R:3:lowdin_spin:R:1
Ga -1.37 1.63 0.31 0.015
C -1.39 2.17 7.15 0.006
C -0.67 0.93 6.58 0.009
C 0.79 0.98 7.04 0.002
C -1.31 -0.34 7.16 0.003
C -0.81 0.98 5.07 0.094
C -2.10 0.86 4.49 0.072
C -2.28 1.05 3.16 0.035
N -1.28 1.35 2.30 0.138
C 0.02 1.37 2.82 0.156
C 0.23 1.20 4.20 0.032
C 1.05 1.60 1.87 0.094
C 2.43 1.56 2.15 0.051
C 3.38 1.73 1.17 0.043
C 2.89 1.98 -0.14 0.075
C 1.55 2.05 -0.36 0.019
N 0.62 1.85 0.59 0.109
C 4.86 1.72 1.50 0.002
C 5.73 1.78 0.24 0.000
C 5.22 0.44 2.27 0.002
C 5.15 2.95 2.37 0.003
H -1.30 2.18 8.23 0.001
H -2.44 2.17 6.89 0.000
H -0.94 3.08 6.76 0.000
H 0.82 0.95 8.13 0.000
H 1.28 1.89 6.72 0.000
H 1.34 0.12 6.67 0.000
H -1.17 -0.35 8.24 0.000
H -0.84 -1.23 6.74 0.000
H -2.37 -0.39 6.96 0.000
H -2.96 0.63 5.10 0.004
H -3.26 0.98 2.72 0.000
H 1.24 1.27 4.56 0.000
H 2.73 1.38 3.17 0.001
H 3.56 2.13 -0.97 0.004
H 1.16 2.28 -1.34 0.000
H 5.52 0.94 -0.41 0.000
H 6.78 1.73 0.52 0.000
H 5.57 2.71 -0.30 0.000
H 5.00 -0.44 1.68 0.000
H 4.69 0.37 3.21 0.000
H 6.29 0.45 2.49 0.000
H 4.87 3.86 1.85 0.000
H 6.22 3.00 2.59 0.001
H 4.61 2.91 3.31 0.001
N -1.59 4.50 1.20 0.001
C -1.63 5.78 0.81 0.000
C -1.67 5.78 -0.56 0.000
C -1.64 4.44 -0.93 0.001
N -1.60 3.68 0.15 0.004
H -1.54 4.13 2.14 0.000
H -1.63 6.58 1.52 0.000
H -1.70 6.63 -1.21 0.000
H -1.65 4.00 -1.91 0.000
O -1.15 1.72 -1.81 0.000
C -0.93 0.49 -1.81 0.001
O -0.98 -0.12 -0.70 0.006
C -0.43 -0.22 -3.03 0.000
C 0.93 -0.81 -2.64 0.000
Ge 2.62 -0.43 -3.66 0.000
C 2.85 1.43 -4.34 0.000
C 1.93 2.44 -4.08 0.000
C 2.14 3.72 -4.58 0.000
C 3.26 4.00 -5.34 0.000
C 4.17 2.99 -5.61 0.000
C 3.96 1.72 -5.11 0.000
C 4.03 -0.98 -2.37 0.000
C 3.73 -1.69 -1.22 0.000
C 4.72 -2.18 -0.39 0.000
C 6.05 -1.96 -0.70 0.000
C 6.38 -1.25 -1.84 0.000
C 5.38 -0.76 -2.67 0.000
C 2.57 -1.76 -5.13 0.000
C 3.09 -3.03 -4.93 0.000
C 2.90 -4.02 -5.87 0.000
C 2.18 -3.76 -7.02 0.000
C 1.66 -2.49 -7.23 0.000
C 1.86 -1.50 -6.29 0.000
H -0.38 0.49 -3.86 0.000
H -1.13 -1.02 -3.29 0.000
H 0.85 -1.90 -2.63 0.000
H 1.16 -0.51 -1.62 0.000
H 1.05 2.24 -3.49 0.000
H 1.41 4.49 -4.37 0.000
H 3.41 5.00 -5.73 0.000
H 5.04 3.20 -6.21 0.000
H 4.66 0.93 -5.35 0.000
H 2.69 -1.88 -0.96 0.000
H 4.46 -2.74 0.49 0.000
H 6.83 -2.36 -0.07 0.000
H 7.41 -1.07 -2.10 0.000
H 5.64 -0.22 -3.56 0.000
H 3.66 -3.23 -4.03 0.000
H 3.31 -5.01 -5.70 0.000
H 2.03 -4.53 -7.75 0.000
H 1.10 -2.28 -8.13 0.000
H 1.46 -0.50 -6.45 0.000
C -6.61 -2.81 1.87 0.000
C -6.28 -3.41 0.67 0.000
C -5.01 -3.25 0.14 0.000
C -4.06 -2.50 0.83 0.000
C -4.40 -1.90 2.03 0.001
C -5.67 -2.06 2.55 0.000
Ge -2.29 -2.08 -0.02 0.001
C -0.84 -2.13 1.39 0.001
C 0.43 -1.59 1.25 0.001
C 1.41 -1.82 2.19 0.001
C 1.14 -2.62 3.29 0.001
C -0.12 -3.17 3.44 0.001
C -1.11 -2.93 2.50 0.001
C -1.83 -3.06 -1.68 0.000
C -2.64 -3.08 -2.81 0.000
C -2.26 -3.79 -3.93 0.000
C -1.06 -4.49 -3.94 0.000
C -0.26 -4.49 -2.81 0.000
C -0.64 -3.78 -1.69 0.000
H -7.60 -2.95 2.28 0.000
H -7.01 -3.99 0.13 0.000
H -4.74 -3.71 -0.80 0.000
H -3.66 -1.31 2.56 0.001
H -5.93 -1.58 3.49 0.000
H 0.66 -0.98 0.39 0.000
H 2.39 -1.39 2.05 0.000
H 1.91 -2.81 4.02 0.000
H -0.33 -3.81 4.29 0.000
H -2.08 -3.38 2.63 0.000
H -3.57 -2.52 -2.80 0.000
H -2.89 -3.80 -4.81 0.000
H -0.76 -5.04 -4.81 0.000
H 0.68 -5.03 -2.81 0.000
H -0.02 -3.78 -0.80 0.000
O -3.49 -0.62 -1.01 0.000
C -4.01 0.37 -0.44 0.000
N -3.30 1.28 0.20 0.000
S -4.02 2.54 1.06 0.001
O -5.37 1.71 1.59 0.000
O -4.47 3.51 0.10 0.000
C -6.11 1.13 0.60 0.000
C -7.50 1.12 0.68 0.000
C -8.23 0.48 -0.30 0.000
C -7.60 -0.16 -1.36 0.000
C -6.22 -0.17 -1.43 0.000
C -5.47 0.48 -0.45 0.000
H -7.97 1.61 1.51 0.000
H -9.31 0.48 -0.24 0.000
H -8.18 -0.67 -2.11 0.000
H -5.71 -0.67 -2.23 0.000
```

Results
**Total charge**: +1
**E_HOMO (alpha / beta)**: -7.61 / -10.75 eV
**ΔE to the lowest compared entry with this formula, charge and spin**: 38.28 kJ/mol
**2S+1**: 2
**Largest force on an atom**: 1.24 eV Å⁻¹
**LUMO level (alpha / beta)**: -2.4 / -2.5 eV
**E**: -9719.47016 a.u.

---

(2)
C9H23ClFN5OP2 | wB97M-V/def2-TZVPD

```
42
Properties=species:S:1:pos:R:3:nbo_charge:R:1
C -1.87 -2.48 -1.69 -0.941
P -0.09 -2.09 -1.32 0.897
C 0.13 -2.68 0.46 -0.932
N 0.16 -0.32 -1.20 -0.734
C 1.58 -0.21 -1.33 0.723
N 2.39 0.02 -0.36 -0.488
C 2.03 0.18 1.06 -0.240
C 0.88 1.19 1.33 -0.423
C 0.89 1.58 2.84 -0.424
C -0.52 1.24 3.45 -0.207
N -0.66 -0.17 3.81 -0.710
N 1.88 -0.38 -2.72 -0.389
Cl 3.20 0.68 -3.16 0.135
C 0.64 0.00 -3.50 -0.253
C -0.27 0.52 -2.33 -0.409
P -2.12 0.79 -2.62 1.237
N -2.31 2.51 -2.98 -1.127
O -2.77 0.54 -1.07 -0.933
H -2.48 -2.23 -0.80 0.250
H -1.92 -3.57 -1.83 0.261
H -2.23 -1.97 -2.60 0.250
H -0.24 -3.71 0.58 0.269
H -0.47 -2.02 1.11 0.242
H 1.20 -2.67 0.72 0.231
H 3.38 0.06 -0.61 0.442
H 2.93 0.57 1.56 0.229
H 1.81 -0.78 1.56 0.244
H -0.07 0.65 1.16 0.209
H 0.87 2.05 0.63 0.204
H 1.60 0.89 3.34 0.200
H 1.18 2.64 2.98 0.212
H -0.77 1.90 4.29 0.202
H -1.29 1.43 2.67 0.156
H 0.22 -0.57 4.10 0.358
H -0.91 -0.67 2.96 0.308
H 0.22 -0.78 -4.14 0.248
H 0.97 0.87 -4.09 0.227
H 0.15 1.54 -2.16 0.213
H -2.40 3.05 -2.13 0.387
H -1.48 2.83 -3.48 0.376
H -2.12 0.89 -0.44 0.485
F -1.31 -1.29 5.96 -0.984
```

Results
**E_HOMO**: -4.73 eV
**Largest force on an atom**: 3.13 eV Å⁻¹
**LUMO level**: -2.1 eV
**E**: -1948.26890 a.u.

---

(3)
CH4I2N | wB97M-V/def2-TZVPD

```
8
Properties=species:S:1:pos:R:3:nbo_charge:R:1
C -1.27 -0.03 -0.37 -0.448
N 0.04 0.07 0.30 -0.712
I -2.29 -1.90 0.01 0.288
I -2.28 1.89 0.02 0.259
H -1.09 -0.11 -1.50 0.261
H 0.48 0.87 -0.03 0.448
H 0.61 -0.79 0.19 0.455
H -0.30 0.14 1.23 0.449
```

Results
**Total charge**: +1
**E_HOMO**: -14.12 eV
**ΔE to the lowest compared entry with this formula, charge and spin**: 0.00 kJ/mol
**Largest force on an atom**: 3.63 eV Å⁻¹
**LUMO level**: -5.0 eV
**E**: -690.34625 a.u.

---

(4)
CH9N3P | wB97M-V/def2-TZVPD

```
14
Properties=species:S:1:pos:R:3:nbo_charge:R:1
C 0.28 -1.11 -0.40 0.490
N -0.34 -0.86 0.74 -0.819
N 0.50 -2.36 -0.88 -0.795
N -1.14 1.56 1.75 -1.069
P 0.76 1.10 -2.36 0.389
H -0.56 -1.64 1.38 0.395
H -0.62 0.16 1.22 0.466
H 1.01 -2.53 -1.75 0.430
H 0.69 -2.94 -0.15 0.388
H -1.28 2.48 1.24 0.411
H -1.90 1.53 2.51 0.404
H -0.30 1.64 2.31 0.385
H 0.28 0.35 -3.41 -0.035
H 1.86 0.62 -2.99 -0.041
```

Results
**Total charge**: +1
**E_HOMO (alpha / beta)**: -13.97 / -13.29 eV
**ΔE to the lowest compared entry with this formula, charge and spin**: 329.61 kJ/mol
**Largest force on an atom**: 3.49 eV Å⁻¹
**LUMO level (alpha / beta)**: -5.5 / -5.9 eV
**E**: -548.74690 a.u.